An isolated ion of composition C4H10N3O2S and charge +1 in a non-equilibrium geometry, computed with the ωB97M-V functional and the def2-TZVPD basis.

XYZ file:
```
20
Properties=species:S:1:pos:R:3:forces:R:3
S 1.672 0.695 -0.901 -1.387 -0.640 1.129
O 0.954 0.579 -2.146 0.238 0.235 -0.164
O 2.733 -0.208 -0.528 0.123 0.416 -0.219
N 0.455 -1.112 0.794 -1.339 -1.644 0.052
N -1.595 -0.982 -0.035 2.222 -0.079 0.289
N -1.014 0.309 -0.062 -1.061 1.646 -1.973
C 0.289 0.181 0.409 2.039 6.295 2.854
C -2.939 -1.167 -0.441 -2.381 1.794 -1.217
C -0.719 -1.754 0.549 1.425 -3.620 0.638
C 2.095 2.404 -0.571 2.841 -0.406 0.605
H -0.919 0.844 -0.982 -1.154 -1.613 0.689
H -3.279 -2.188 -0.338 0.369 -0.279 -0.324
H 3.209 2.568 -0.898 -2.181 -0.417 0.212
H -0.795 -2.913 0.852 -0.339 3.040 -0.983
H -3.112 -0.715 -1.510 0.552 -1.230 1.914
H -3.607 -0.570 0.226 0.567 -0.281 -0.392
H 1.418 -1.382 0.955 -0.254 -1.059 0.171
H 1.420 3.096 -1.035 -0.330 0.135 -0.301
H 2.145 2.526 0.527 -0.292 -0.086 -0.496
H 0.389 1.018 1.388 0.342 -2.207 -2.482
```
Positions in Å, forces in eV/Å.

The value obtained for the highest occupied orbital energy is -12.99 eV. As for the orbital gap: 9.187 eV. The structure (SMILES) is CN1C=[NH+][C@@H](S(C)(=O)=O)N1. As for the total charge: +1. The value obtained for the energy above the lowest of the compared OMol25 structures with the same formula, charge and spin is 1.849 eV. The LUMO energy is -3.8 eV.

How is the electron density shared among the atoms? According to natural (NBO), the charges in e are:
1. S 2.08
2. O -0.92
3. O -0.92
4. N -0.57
5. N -0.15
6. N -0.45
7. C -0.07
8. C -0.43
9. C 0.35
10. C -0.89
11. H 0.43
12. H 0.25
13. H 0.30
14. H 0.29
15. H 0.26
16. H 0.25
17. H 0.48
18. H 0.27
19. H 0.27
20. H 0.19



A 2-piece molecular cluster, C4H10N3O3S overall in a non-equilibrium geometry, computed with the ωB97M-V functional and the def2-TZVPD basis.

XYZ file:
```
21
Properties=species:S:1:pos:R:3:forces:R:3
S 0.731 0.093 -1.390 -1.000 -1.752 0.694
O -2.421 -1.696 -0.292 0.725 -0.150 -1.739
O 1.960 -0.096 -0.676 0.485 -0.362 -0.777
O 0.431 1.374 -1.894 -0.105 0.979 -0.251
N -0.487 -0.301 -0.229 -1.406 -1.633 -1.461
N 0.386 -1.076 -2.512 -0.886 2.013 1.149
N 1.946 1.077 1.763 -2.462 -0.964 -3.059
C 0.668 1.307 1.464 3.559 1.334 -0.582
C -1.325 -1.132 -0.781 1.135 0.284 -1.050
C -0.927 -1.596 -2.262 -1.769 -1.902 -0.040
C -0.337 1.610 2.530 0.389 -2.480 -3.091
H -1.661 -1.374 -3.112 0.691 0.326 1.575
H 2.523 0.614 1.013 -0.514 1.020 0.785
H 1.097 -1.682 -2.792 1.366 -1.067 -0.229
H -2.726 -1.597 0.605 0.435 0.702 0.773
H -1.104 0.983 1.988 -0.412 0.885 1.255
H -0.060 1.138 3.472 -0.173 0.755 0.111
H 0.493 1.427 0.314 0.012 0.336 3.156
H -0.902 -2.732 -2.278 0.053 1.229 0.316
H 2.230 1.003 2.694 0.517 -0.181 1.709
H -0.516 2.655 2.372 -0.641 0.629 0.756
```
Positions in Å, forces in eV/Å.

The value obtained for the highest occupied orbital energy is -14.15 eV. As for the orbital gap: 10.216 eV. As for the total charge: +1. The value obtained for the energy above the lowest of the compared OMol25 structures with the same formula, charge and spin is 0.654 eV. The LUMO energy is -3.9 eV.

How is the electron density shared among the atoms? According to natural (NBO), the charges in e are:
1. S 2.39
2. O -0.64
3. O -0.96
4. O -0.88
5. N -0.80
6. N -0.84
7. N -0.65
8. C 0.35
9. C 0.64
10. C -0.32
11. C -0.70
12. H 0.26
13. H 0.47
14. H 0.44
15. H 0.53
16. H 0.27
17. H 0.25
18. H 0.26
19. H 0.25
20. H 0.41
21. H 0.28



C4H10N3S as an isolated structure in a non-equilibrium geometry, computed with the ωB97M-V functional and the def2-TZVPD basis.

XYZ file:
```
18
Properties=species:S:1:pos:R:3:forces:R:3
S 1.664 0.150 -0.150 0.388 -1.883 0.814
N -0.939 -0.047 -0.616 -2.510 -2.244 4.113
N -2.467 -0.845 0.807 -0.924 -0.725 1.305
N -2.235 -0.667 -0.373 0.880 0.135 0.446
C 2.011 -1.639 -0.146 0.750 1.490 -0.820
C 0.007 1.871 0.352 4.380 2.249 0.611
C -0.046 0.372 0.410 -1.721 1.647 -0.829
C -0.772 0.113 -1.866 1.718 0.916 -6.821
H 0.085 0.610 -2.334 -0.298 0.006 0.679
H 1.131 -1.990 -0.746 0.842 -0.472 0.751
H 0.654 2.185 -0.578 -1.589 -0.126 1.611
H 0.596 2.304 1.261 -0.654 -0.926 -1.432
H -0.550 0.062 1.322 0.916 -0.791 0.660
H -0.867 2.426 0.394 -2.074 0.478 -0.318
H -1.482 -0.297 -2.578 0.000 0.036 0.449
H 2.073 -1.945 0.957 0.022 -0.004 -1.820
H -3.408 -1.333 0.997 1.556 1.005 -0.951
H 2.985 -1.624 -0.795 -1.682 -0.790 1.554
```
Positions in Å, forces in eV/Å.

The value obtained for the highest occupied orbital energy (alpha / beta) is -10.40 / -13.90 eV. As for the orbital gap (alpha / beta): 6.898 / 5.591 eV. As for the multiplicity: 3. As for the total charge: +1. The value obtained for the energy above the lowest of the compared OMol25 structures with the same formula, charge and spin is 3.534 eV. The LUMO energy (alpha / beta) is -3.5 / -8.3 eV. Its expectation value of S² is 2.012.

How is the electron density shared among the atoms? According to natural (NBO), the charges in e are:
1. S 0.86
2. N -0.29
3. N -0.38
4. N 0.08
5. C -0.81
6. C -0.64
7. C -0.28
8. C -0.28
9. H 0.20
10. H 0.28
11. H 0.22
12. H 0.25
13. H 0.31
14. H 0.26
15. H 0.24
16. H 0.30
17. H 0.39
18. H 0.28



An isolated ion of composition C4H10N3S and charge +1 in a non-equilibrium geometry, computed with the ωB97M-V functional and the def2-TZVPD basis.

XYZ file:
```
18
Properties=species:S:1:pos:R:3:forces:R:3
S -1.145 1.257 0.863 -0.095 -0.428 0.106
N -2.640 -1.498 -0.521 -1.853 -0.439 -4.253
N 0.655 -0.467 0.067 0.557 -0.854 -3.468
N -1.552 -0.888 -0.653 -0.964 -2.072 -0.480
C 1.536 -0.625 1.261 0.887 -0.872 -1.667
C -0.876 -0.549 0.434 3.386 3.914 2.545
C 0.987 0.903 -0.669 -1.759 -0.118 0.632
C -0.402 1.554 -0.752 0.475 -0.444 1.501
H -3.147 -1.576 -1.509 0.457 -0.118 2.803
H 1.515 -1.641 1.588 0.013 -0.691 0.203
H 1.646 1.449 -0.010 -0.019 0.187 0.175
H 1.108 -0.003 1.972 -0.598 1.229 1.491
H -0.431 2.595 -0.727 0.471 1.876 -1.040
H 1.499 0.754 -1.621 -0.237 -0.455 0.098
H 0.807 -1.140 -0.810 -0.192 0.907 2.939
H -1.017 -0.923 1.441 -0.073 -1.515 -0.396
H 2.573 -0.312 1.057 -0.566 -0.175 -0.131
H -1.117 1.110 -1.412 0.109 0.068 -1.058
```
Positions in Å, forces in eV/Å.

The value obtained for the highest occupied orbital energy (alpha / beta) is -11.93 / -13.39 eV. As for the orbital gap (alpha / beta): 8.965 / 7.068 eV. As for the multiplicity: 3. As for the total charge: +1. The value obtained for the energy above the lowest of the compared OMol25 structures with the same formula, charge and spin is 1.586 eV. The LUMO energy (alpha / beta) is -3.0 / -6.3 eV. Its expectation value of S² is 2.008.

How is the electron density shared among the atoms? According to natural (NBO), the charges in e are:
1. S 0.22
2. N -0.21
3. N -0.39
4. N -0.23
5. C -0.41
6. C -0.04
7. C -0.22
8. C -0.56
9. H 0.41
10. H 0.24
11. H 0.24
12. H 0.23
13. H 0.26
14. H 0.24
15. H 0.46
16. H 0.27
17. H 0.24
18. H 0.24